C47H41AsN2O2P2RuS | ωB97M-V/def2-TZVPD

Properties
spin multiplicity = 5
calculated total energy = -5485.76530 Eh
energy relative to the best compared isomer or geometry (same formula, charge and spin) = 1.676 eV
HOMO (spin up / spin down) = -17.569 / -17.567 eV
lowest unoccupied orbital energy (spin up / spin down) = -0.5039 / -0.5240 Eh
gap between HOMO and LUMO (spin up / spin down) = 3.86 / 3.31 eV
total charge = +4

Positions of all 97 atoms, in Å:
Ru  0.52  -1.00  -0.49
As  -1.14  -2.48  1.22
S  2.64  -0.53  -1.63
P  -0.47  1.77  1.65
P  -1.29  1.82  -1.30
O  -0.61  0.48  -1.48
O  0.26  0.49  1.35
N  5.26  -0.98  -2.20
N  4.76  -1.42  -0.12
C  1.77  5.12  -2.06
C  -2.52  -2.47  -2.83
C  0.94  -3.36  -0.54
C  0.78  -2.85  0.80
C  3.01  -4.40  0.13
C  -1.87  1.96  0.45
C  0.81  5.65  1.64
C  -2.62  1.50  5.70
C  -3.01  -6.34  1.26
C  -2.70  2.41  -3.63
C  -2.48  -2.22  -1.47
C  -1.41  -2.99  -3.50
C  6.10  -1.63  -0.27
C  -0.24  -3.28  -2.81
C  -5.04  1.96  -3.94
C  -0.52  4.39  -2.14
C  0.55  3.26  1.69
C  -1.33  -2.51  -0.74
C  -2.50  -5.13  0.80
C  2.91  -3.81  1.40
C  5.19  -0.57  -3.57
C  2.10  5.51  2.13
C  -1.68  -4.39  1.64
C  1.85  3.13  2.19
C  1.23  2.90  -1.35
C  2.06  -4.16  -0.84
C  -2.04  2.69  5.32
C  -2.68  -6.80  2.52
C  -1.36  2.79  4.12
C  -0.18  -3.05  -1.42
C  -2.77  1.86  -2.36
C  1.80  -3.06  1.74
C  -3.85  2.48  -4.41
C  -1.36  -4.85  2.92
C  -0.12  3.16  -1.63
C  2.63  4.25  2.39
C  6.40  -1.36  -1.57
C  4.25  -1.02  -1.30
C  2.16  3.90  -1.55
C  0.02  4.53  1.44
C  -2.58  0.40  4.85
C  -5.10  1.38  -2.68
C  0.44  5.37  -2.36
C  -1.30  1.68  3.28
C  -1.90  0.49  3.65
C  -1.87  -6.05  3.36
C  -3.96  1.32  -1.89
H  3.21  3.72  -1.33
H  -3.68  -6.90  0.62
H  1.52  1.92  -0.99
H  -3.05  -7.77  2.85
H  4.25  -1.52  0.74
H  4.95  0.49  -3.65
H  6.75  -1.93  0.53
H  -5.92  1.98  -4.55
H  0.41  6.63  1.43
H  -3.08  1.40  6.68
H  -3.43  -2.28  -3.39
H  -2.11  3.56  5.97
H  -2.43  2.88  0.61
H  -6.03  1.02  -2.29
H  2.23  2.14  2.42
H  -1.55  4.58  -2.37
H  -1.65  -6.40  4.36
H  -2.52  1.10  0.66
H  -0.72  -4.26  3.58
H  4.44  -1.14  -4.12
H  2.68  6.39  2.35
H  -3.81  2.95  -5.39
H  -3.36  -1.84  -0.96
H  -1.46  -3.17  -4.56
H  1.70  -2.66  2.75
H  6.16  -0.75  -4.03
H  7.35  -1.40  -2.08
H  -1.77  2.80  -4.01
H  -0.99  4.65  1.08
H  2.51  5.89  -2.26
H  -2.76  -4.78  -0.19
H  3.63  4.16  2.78
H  -1.84  -0.38  3.00
H  3.83  -5.07  -0.08
H  0.14  6.32  -2.77
H  0.61  -3.69  -3.34
H  2.13  -4.64  -1.81
H  -3.06  -0.53  5.13
H  -4.02  0.88  -0.90
H  -0.90  3.73  3.84
H  3.68  -4.00  2.13

Löwdin atomic charge list, values in e, 8 entries:
1 Ru 1.24
2 As 1.40
3 S 0.88
4 P 0.77
5 P 0.83
6 O -0.45
7 O -0.46
8 N -0.09

C16H70N4O17 | ωB97M-V/def2-TZVPD

Properties
spin multiplicity = 2
calculated total energy = -2149.24856 Eh
HOMO (spin up / spin down) = -10.417 / -10.417 eV
lowest unoccupied orbital energy (spin up / spin down) = -0.0987 / -0.3086 Eh
gap between HOMO and LUMO (spin up / spin down) = 7.73 / 2.02 eV
total charge = +1

Positions of all 107 atoms, in Å:
O  21.04  -3.70  -7.85
O  15.14  -9.57  -6.60
O  18.54  -2.30  -9.31
O  20.47  -0.88  -7.88
O  18.56  0.32  -9.65
O  21.97  -1.86  -5.23
O  22.94  -4.35  -6.06
O  20.48  0.93  -2.41
O  19.92  -3.86  -2.69
O  18.38  4.46  -1.35
O  18.66  -2.48  -5.00
O  22.24  -2.00  -2.65
O  14.18  -2.66  -5.55
O  11.85  0.64  -2.41
O  16.01  1.03  -10.13
O  16.63  -2.80  -2.80
O  14.36  1.65  -8.09
N  18.63  4.55  -4.42
N  13.51  0.24  -5.84
N  19.60  0.10  -5.18
N  16.09  -8.50  -4.08
C  18.10  -7.76  -4.98
C  16.19  4.54  -4.57
C  17.43  3.90  -2.32
C  12.08  0.01  -3.72
C  17.32  0.81  -5.87
C  10.72  0.05  -1.88
C  16.69  -8.18  -5.41
C  17.85  -1.53  -5.70
C  17.89  5.64  -0.70
C  13.04  0.88  -4.59
C  16.55  -9.26  -6.50
C  17.41  4.71  -3.63
C  18.83  -3.77  -5.68
C  12.52  2.31  -4.82
C  18.14  -0.22  -5.12
C  14.99  -10.89  -7.18
H  20.12  -0.57  -4.63
H  19.37  -3.48  -3.37
H  15.34  -11.64  -6.48
H  13.58  2.00  -8.51
H  14.01  -0.58  -5.52
H  17.44  0.79  -6.96
H  17.19  -2.56  -3.53
H  16.28  5.27  -5.38
H  9.87  -0.11  -2.54
H  22.90  -1.37  -2.38
H  15.86  1.82  -10.64
H  23.76  -3.97  -6.39
H  19.96  0.56  -1.70
H  14.04  1.27  -7.27
H  17.59  1.81  -5.53
H  13.91  0.81  -3.92
H  17.53  6.47  -1.30
H  11.89  2.57  -3.97
H  20.89  -2.75  -7.94
H  16.21  -7.28  -5.79
H  22.28  -2.71  -5.56
H  10.97  -0.92  -1.45
H  22.03  -1.76  -3.55
H  11.91  2.57  -5.69
H  16.41  3.93  -1.95
H  13.91  -10.99  -7.31
H  11.20  -0.23  -4.32
H  20.74  -3.37  -2.75
H  12.40  -1.02  -3.55
H  21.08  -4.02  -8.75
H  18.04  -4.49  -5.46
H  18.65  -3.67  -6.75
H  17.68  0.59  -9.92
H  10.30  0.78  -1.18
H  16.89  -8.90  -7.47
H  19.62  -0.94  -8.32
H  18.44  -0.54  -9.25
H  19.22  3.80  -4.08
H  18.77  -7.64  -5.83
H  13.24  -2.60  -5.69
H  19.96  0.80  -3.20
H  12.71  -0.22  -6.27
H  17.20  -10.07  -6.16
H  21.48  -1.48  -5.96
H  18.14  -6.86  -4.36
H  16.27  0.58  -5.71
H  19.82  -4.16  -5.47
H  19.28  5.31  -4.45
H  19.93  -0.13  -6.10
H  17.77  -2.75  -8.97
H  18.74  -2.74  -10.14
H  18.06  -1.56  -6.77
H  14.35  -3.60  -5.46
H  18.50  -8.59  -4.40
H  18.68  6.11  -0.11
H  17.68  2.85  -2.50
H  17.88  -0.15  -4.07
H  15.44  -10.94  -8.18
H  15.10  -8.45  -4.27
H  16.14  3.54  -4.98
H  16.20  -7.83  -3.33
H  17.24  5.73  -3.30
H  17.13  5.29  0.01
H  16.82  -1.85  -5.51
H  21.05  -0.52  -8.54
H  17.20  -2.77  -2.03
H  13.42  2.93  -4.88
H  22.29  -4.14  -6.72
H  15.24  4.83  -4.12
H  15.63  1.22  -9.27

Löwdin atomic charge list, values in e, 8 entries:
1 O -0.03
2 O -0.20
3 O -0.03
4 O -0.04
5 O -0.07
6 O -0.03
7 O -0.04
8 O -0.05

C2HNaO3 | ωB97M-V/def2-TZVPD

Properties
spin multiplicity = 2
calculated total energy = -464.36635 Eh
energy relative to the best compared isomer or geometry (same formula, charge and spin) = 5.908 eV
HOMO (spin up / spin down) = -13.130 / -13.393 eV
lowest unoccupied orbital energy (spin up / spin down) = -0.1730 / -0.2108 Eh
gap between HOMO and LUMO (spin up / spin down) = 8.42 / 7.66 eV
total charge = +1

Positions of all 7 atoms, in Å:
Na  4.96  -1.35  -0.06
O  -1.48  1.34  -0.13
O  1.58  -0.78  -0.01
O  2.67  -0.01  -0.17
C  -0.55  0.50  0.10
C  0.47  -0.16  0.08
H  -1.20  2.26  -0.03

How positive or negative is each atom? The natural (NBO) charges in e answer that:
1 Na 0.99
2 O -0.59
3 O -0.09
4 O -0.41
5 C 0.39
6 C 0.18
7 H 0.53

C5H13N2 | ωB97M-V/def2-TZVPD

Properties
calculated total energy = -307.49708 Eh
energy relative to the best compared isomer or geometry (same formula, charge and spin) = 3.389 eV
HOMO = -11.099 eV
structure (SMILES) = N/C=C/CCC[NH3+]
lowest unoccupied orbital energy = -0.1185 Eh
gap between HOMO and LUMO = 7.87 eV
total charge = +1

Positions of all 20 atoms, in Å:
N  -1.71  -0.89  -1.18
N  2.87  1.18  -0.66
C  1.56  0.91  -0.50
C  0.11  -0.17  1.30
C  -2.15  -0.12  -0.06
C  -1.41  -0.41  1.20
C  1.14  -0.30  0.18
H  3.41  0.30  -0.85
H  0.50  -0.92  2.06
H  -0.70  -0.97  -1.04
H  -2.05  -1.83  -1.18
H  -2.00  -0.48  -2.01
H  1.66  -1.31  -0.01
H  -3.17  -0.51  0.18
H  0.93  1.78  -0.65
H  3.14  2.02  -1.08
H  0.33  0.87  1.69
H  -2.15  0.93  -0.27
H  -1.52  -1.50  1.27
H  -1.95  0.12  2.06

natural (NBO) atomic charge list, values in e, 8 entries:
1 N -0.67
2 N -0.75
3 C 0.09
4 C -0.46
5 C -0.25
6 C -0.42
7 C -0.48
8 H 0.40